(1)
Below is C29H35O5SeW as an isolated structure, with properties calculated with ωB97M-V/def2-TZVPD.

Values from the calculation:
- Molar mass: 726.4 g mol⁻¹
- HOMO (alpha / beta): -1.53 / -2.08 eV
- E: -3970.6000 hartree
- Orbital gap (alpha / beta): 3.8 / 4.4 eV
- 2S+1: 3
- Total charge: -1

The geometry in XYZ format:
```
71
Properties=species:S:1:pos:R:3:mulliken_spin:R:1
C 0.63 1.38 -3.88 -0.015
C 1.18 1.21 -2.45 0.001
C -0.56 0.44 -4.05 0.085
C -0.54 -0.60 -2.88 0.087
H -0.48 -0.04 -5.03 0.009
H -1.49 1.04 -4.07 -0.009
C 0.93 -0.22 -2.09 0.101
H 0.67 1.89 -1.75 0.001
H 2.25 1.49 -2.48 0.006
C 1.64 -0.71 -0.75 0.042
H 1.57 -0.80 -2.79 -0.001
H -0.32 -1.58 -3.35 -0.006
C -1.88 -0.73 -2.29 0.647
C 0.32 2.84 -4.18 0.000
C 1.66 1.11 -5.00 0.001
O 1.41 0.48 -6.02 0.001
O 0.04 3.67 -3.32 0.000
O 0.41 3.14 -5.48 0.000
O 2.86 1.68 -4.81 0.000
C 3.66 1.55 -6.00 0.000
H 4.60 2.06 -5.78 0.000
H 3.14 2.02 -6.84 0.000
H 3.82 0.49 -6.24 0.000
C 0.11 4.51 -5.76 0.000
H -0.88 4.78 -5.35 0.000
H 0.12 4.59 -6.85 0.000
H 0.87 5.16 -5.31 0.000
O 1.54 -0.07 0.56 -0.009
H 2.72 -0.63 -0.97 0.006
H 1.43 -1.79 -0.64 -0.001
C -2.27 -2.04 -1.71 -0.058
C -2.53 0.51 -1.80 -0.036
H -3.44 0.78 -2.37 0.044
H -1.89 1.40 -1.86 0.004
H -2.86 0.41 -0.75 0.031
H -2.75 -1.95 -0.73 0.032
H -1.41 -2.73 -1.58 0.005
H -2.98 -2.61 -2.34 0.055
W 0.57 -0.49 2.10 0.691
C 0.91 -2.53 3.67 0.004
C 1.36 -3.02 2.41 -0.016
C 2.43 -2.20 1.97 0.002
H 0.98 -3.90 1.90 -0.007
C 2.62 -1.14 2.93 0.020
C 1.65 -1.35 3.99 0.061
H 1.62 -0.82 4.93 0.005
H 0.20 -3.01 4.33 -0.012
H 3.09 -2.41 1.14 0.003
H 3.43 -0.42 2.93 0.008
C -1.40 1.18 2.88 0.069
C -0.35 0.97 3.82 -0.018
C 0.89 1.44 3.24 0.019
H -0.47 0.67 4.86 -0.007
C 0.58 1.89 1.90 -0.037
C -0.82 1.67 1.68 0.032
H -1.36 1.95 0.78 -0.015
H -2.46 1.04 3.05 0.005
H 1.84 1.56 3.74 0.012
H 1.25 2.45 1.26 -0.004
Se -1.77 -1.74 2.58 0.128
C -2.19 -1.98 4.46 0.028
C -2.03 -3.25 5.07 -0.004
C -2.02 -3.37 6.46 -0.010
C -2.35 -2.27 7.26 0.025
C -2.72 -1.06 6.65 -0.012
C -2.72 -0.94 5.26 0.000
H -1.85 -4.12 4.43 -0.002
H -1.75 -4.32 6.92 0.000
H -2.31 -2.35 8.35 0.003
H -3.01 -0.21 7.27 -0.001
H -3.11 -0.04 4.79 0.007
```



(2)
Below is C29H36AgBN11Sb as an isolated structure, with properties calculated with ωB97M-V/def2-TZVPD.

Values from the calculation:
- ΔE to the lowest compared entry with this formula, charge and spin: 21.2 kJ/mol
- Molar mass: 779.1 g mol⁻¹
- HOMO (alpha / beta): -11.12 / -11.12 eV
- E: -2140.8687 hartree
- Orbital gap (alpha / beta): 8.6 / 5.7 eV
- 2S+1: 2
- Total charge: +1

The geometry in XYZ format:
```
79
Properties=species:S:1:pos:R:3:mulliken_spin:R:1
Ag -1.24 0.10 0.97 0.289
C -3.44 -1.89 -2.10 0.002
C -3.23 -1.74 -0.73 0.025
N -2.80 -0.50 -0.47 0.125
N -2.74 0.17 -1.64 -0.026
C -3.11 -0.66 -2.64 0.015
B -2.51 1.73 -1.61 0.004
N -3.13 2.25 -0.28 -0.007
C -4.26 2.96 -0.15 -0.001
C -4.51 3.17 1.19 0.002
C -3.45 2.51 1.83 0.001
N -2.63 1.97 0.94 0.040
N -0.98 2.00 -1.62 -0.003
C -0.29 2.92 -2.31 0.000
C 1.02 2.90 -1.88 0.003
C 1.04 1.92 -0.89 0.001
N -0.16 1.37 -0.75 0.013
N -3.17 2.52 -2.74 0.000
C -3.18 3.88 -2.84 0.000
C -3.91 4.22 -3.95 0.000
C -4.32 2.99 -4.48 0.000
N -3.88 1.98 -3.75 0.000
H -3.80 -2.76 -2.62 -0.001
H -3.42 -2.43 0.07 -0.004
H -3.16 -0.32 -3.65 0.000
H -4.83 3.28 -1.01 -0.001
H -5.32 3.70 1.63 0.000
H -3.26 2.43 2.89 -0.001
H -0.75 3.51 -3.08 0.000
H 1.83 3.52 -2.21 0.000
H 1.88 1.59 -0.30 -0.002
H -2.69 4.50 -2.11 0.000
H -4.12 5.21 -4.33 0.000
H -4.92 2.79 -5.35 0.000
C 2.31 0.74 3.83 0.007
C 1.02 0.68 3.33 -0.004
N 0.76 0.20 2.12 0.115
C 1.77 -0.24 1.37 -0.019
C 3.10 -0.20 1.78 0.007
C 3.36 0.30 3.05 -0.004
C 4.17 -0.74 0.91 0.000
C 5.04 -0.03 0.18 0.001
C 5.07 1.43 0.00 0.000
C 6.14 2.00 -0.68 0.000
C 6.11 3.38 -0.85 0.000
N 5.11 4.13 -0.40 0.000
C 4.13 3.48 0.22 0.000
N 4.06 2.18 0.44 0.000
H 2.48 1.14 4.82 0.000
H 0.18 1.04 3.91 0.002
H 1.53 -0.59 0.37 -0.008
H 4.38 0.34 3.41 0.000
H 4.24 -1.82 0.88 0.000
H 5.80 -0.57 -0.37 0.000
H 6.95 1.40 -1.06 0.000
H 6.92 3.90 -1.36 0.000
H 3.31 4.08 0.59 0.000
C 1.31 -3.73 -1.03 0.007
C 0.00 -2.95 -0.87 0.019
Sb -0.68 -2.74 1.18 0.265
C 1.00 -3.46 2.33 0.068
C 0.73 -3.34 3.83 0.015
C -1.93 -4.51 1.42 0.062
C -1.41 -5.74 0.70 0.011
H 1.53 -3.84 -2.09 0.002
H 1.24 -4.72 -0.59 -0.001
H 2.15 -3.20 -0.57 0.000
H -0.82 -3.43 -1.40 -0.003
H 0.10 -1.94 -1.27 -0.001
H 1.89 -2.89 2.05 -0.019
H 1.16 -4.50 2.05 0.001
H 0.53 -2.30 4.11 -0.003
H 1.59 -3.69 4.40 0.001
H -0.13 -3.94 4.12 0.000
H -2.93 -4.26 1.07 0.001
H -1.98 -4.67 2.49 -0.002
H -1.35 -5.60 -0.38 0.000
H -2.09 -6.57 0.88 0.005
H -0.43 -6.04 1.07 -0.001
```



(3)
Below is C29H36As2Cl2N2O3TeTi as an isolated structure, with properties calculated with ωB97M-V/def2-TZVPD.

Values from the calculation:
- ΔE to the lowest compared entry with this formula, charge and spin: 0.0 kJ/mol
- Molar mass: 856.8 g mol⁻¹
- HOMO (alpha / beta): -13.40 / -13.39 eV
- E: -7970.9276 hartree
- Orbital gap (alpha / beta): 7.3 / 6.2 eV
- Total charge: +2

The geometry in XYZ format:
```
76
Properties=species:S:1:pos:R:3:lowdin_charge:R:1
Ti -0.56 -0.64 0.61 0.404
C -1.37 2.35 2.50 -0.251
As -0.59 1.95 0.80 1.107
C -1.39 3.30 -0.27 -0.255
C 1.23 2.57 1.13 -0.411
C 1.60 3.87 0.84 -0.086
C 2.85 4.34 1.20 -0.044
C 3.70 3.53 1.92 -0.044
C 3.33 2.23 2.23 -0.084
C 2.11 1.73 1.81 -0.417
As 1.67 -0.11 2.11 1.163
C 3.29 -1.04 1.70 -0.250
C 1.60 -0.36 4.00 -0.240
H -1.11 3.37 2.76 0.054
H -0.97 1.67 3.25 0.026
H -2.45 2.23 2.46 0.017
H -1.40 4.23 0.31 0.059
H -2.40 3.02 -0.50 0.033
H -0.85 3.47 -1.20 0.041
H 0.92 4.54 0.31 0.106
H 3.14 5.33 0.95 0.116
H 4.67 3.90 2.23 0.119
H 4.02 1.61 2.79 0.107
H 4.07 -0.77 2.41 0.042
H 3.61 -0.79 0.70 0.026
H 3.11 -2.11 1.77 0.045
H 2.45 0.12 4.46 0.043
H 1.60 -1.43 4.23 0.048
H 0.69 0.07 4.40 0.033
Cl -4.48 -5.21 4.49 0.767
C -3.60 -3.96 3.75 -0.672
C -4.10 -2.65 3.90 -0.054
C -3.43 -1.59 3.32 -0.573
Cl -4.00 0.04 3.37 0.766
C -2.21 -1.84 2.68 -0.376
O -1.45 -0.82 2.27 -0.364
C -1.78 -3.17 2.47 -0.119
C -0.64 -3.50 1.67 -0.125
O 0.02 -2.72 0.97 -0.091
C -2.50 -4.25 3.03 -0.032
H -5.02 -2.48 4.45 0.128
H -0.34 -4.55 1.68 0.152
H -2.15 -5.27 2.88 0.132
Te -2.99 -0.40 -0.31 1.268
C -2.98 0.84 -2.01 -0.603
C -4.20 1.36 -2.43 -0.145
C -4.25 2.31 -3.43 -0.055
C -3.08 2.76 -4.01 -0.052
C -1.85 2.25 -3.60 -0.073
C -1.81 1.28 -2.61 -0.185
H -5.12 1.02 -1.94 0.101
H -5.20 2.71 -3.76 0.120
H -3.11 3.48 -4.81 0.113
H -0.95 2.58 -4.10 0.113
H -0.85 0.88 -2.30 0.072
C -0.50 -3.00 -2.34 0.017
N 0.77 -2.30 -2.60 -0.043
C 1.57 -2.83 -3.70 -0.123
C 3.01 -2.38 -3.56 -0.124
C 3.09 -0.86 -3.40 -0.122
N 2.19 -0.43 -2.35 -0.045
C 2.38 0.92 -1.80 0.010
C 1.12 -1.16 -2.00 -0.360
O 0.37 -0.71 -1.03 -0.252
H -0.31 -4.07 -2.23 0.107
H -1.17 -2.83 -3.18 0.108
H -0.94 -2.61 -1.41 0.029
H 1.13 -2.52 -4.66 0.147
H 1.49 -3.92 -3.65 0.135
H 3.58 -2.66 -4.44 0.130
H 3.48 -2.85 -2.70 0.128
H 2.79 -0.36 -4.33 0.139
H 4.11 -0.53 -3.17 0.138
H 3.31 0.99 -1.23 0.100
H 1.54 1.20 -1.16 0.053
H 2.47 1.64 -2.62 0.109
```



(4)
Below is C29H36BrIrN7OTe as an isolated structure, with properties calculated with ωB97M-V/def2-TZVPD.

Values from the calculation:
- ΔE to the lowest compared entry with this formula, charge and spin: 47.1 kJ/mol
- Molar mass: 898.4 g mol⁻¹
- HOMO (alpha / beta): -13.18 / -13.18 eV
- E: -4531.0771 hartree
- Orbital gap (alpha / beta): 6.4 / 4.9 eV
- 2S+1: 2
- Total charge: +2

The geometry in XYZ format:
```
76
Properties=species:S:1:pos:R:3:mulliken_spin:R:1
Ir 0.53 -0.67 0.27 0.120
Br 0.46 -0.84 2.70 0.007
C -1.15 -1.89 2.76 -0.002
C -1.55 -2.43 3.94 -0.001
C -2.75 -3.18 3.93 0.000
C -3.47 -3.31 2.78 -0.001
C -3.05 -2.71 1.57 -0.002
C -3.83 -2.81 0.40 0.003
C -3.42 -2.19 -0.75 -0.001
C -2.20 -1.48 -0.78 -0.008
C -1.36 -1.38 0.31 0.022
C -1.83 -1.98 1.53 -0.001
H -0.98 -2.31 4.85 0.000
H -3.09 -3.64 4.85 0.000
H -4.40 -3.87 2.78 0.000
H -4.76 -3.37 0.43 0.000
H -4.03 -2.24 -1.64 0.000
H -1.95 -0.99 -1.71 0.000
C 0.30 -1.79 -5.31 0.000
N 0.52 -1.83 -3.87 0.003
C 0.84 -3.04 -3.13 0.000
C 0.86 -2.50 -1.72 0.000
O 1.04 -3.07 -0.67 0.001
N 0.60 -1.15 -1.75 -0.007
C 0.34 -0.81 -3.03 -0.006
N -0.05 0.39 -3.43 -0.002
H 0.85 -2.61 -5.77 0.000
H 0.70 -0.87 -5.73 0.000
H -0.75 -1.89 -5.56 0.000
H 1.80 -3.47 -3.41 0.000
H 0.06 -3.80 -3.23 0.000
H -0.18 1.14 -2.77 0.053
H -0.28 0.57 -4.39 -0.003
C 3.42 0.00 -0.94 0.010
N 4.85 0.14 -0.88 0.000
C 5.43 -1.10 -0.34 0.000
N 4.91 -1.37 1.00 0.000
C 3.48 -1.52 0.94 -0.002
N 2.80 -0.27 0.40 0.008
C 3.24 0.86 1.30 0.050
N 4.67 0.99 1.37 0.005
C 5.19 1.24 0.02 0.004
C 5.25 -0.26 1.88 0.001
H 3.17 -0.84 -1.60 0.002
H 2.98 0.92 -1.34 -0.006
H 6.51 -1.00 -0.30 0.000
H 5.18 -1.93 -1.00 0.000
H 3.09 -1.71 1.94 0.000
H 3.22 -2.35 0.28 0.000
H 2.84 0.68 2.30 -0.006
H 2.82 1.79 0.91 -0.009
H 6.27 1.34 0.07 0.000
H 4.77 2.17 -0.37 -0.001
H 4.87 -0.45 2.88 0.000
H 6.33 -0.15 1.93 0.000
C -5.38 4.51 1.31 -0.001
C -4.07 3.85 1.00 0.033
C -3.54 3.85 -0.29 -0.001
C -2.32 3.27 -0.59 -0.061
C -1.89 3.32 -2.03 0.023
C -1.62 2.63 0.46 -0.019
Te 0.22 1.79 -0.08 0.773
C -2.10 2.65 1.77 0.003
C -1.33 2.11 2.94 0.003
C -3.33 3.25 2.01 -0.001
H -5.90 4.80 0.40 0.000
H -5.22 5.41 1.91 0.003
H -6.02 3.84 1.88 0.002
H -4.10 4.33 -1.08 0.002
H -2.30 4.21 -2.51 0.001
H -2.30 2.46 -2.59 0.002
H -0.81 3.35 -2.18 -0.012
H -0.48 1.51 2.63 0.012
H -1.96 1.50 3.58 0.001
H -0.95 2.94 3.55 0.003
H -3.71 3.26 3.03 0.001
```



(5)
Below is C29H36F2N3O7P4Y as an isolated structure, with properties calculated with ωB97M-V/def2-TZVPD.

Values from the calculation:
- ΔE to the lowest compared entry with this formula, charge and spin: 112.7 kJ/mol
- Molar mass: 789.4 g mol⁻¹
- HOMO: -8.58 eV
- E: -3421.5591 hartree
- Orbital gap: 7.5 eV

The geometry in XYZ format:
```
82
Properties=species:S:1:pos:R:3:lowdin_charge:R:1
Y 1.54 0.80 -1.03 1.237
C -2.31 1.69 0.96 -0.244
P -0.77 0.69 1.02 1.009
C -1.50 -0.98 1.29 -0.406
N -2.57 -1.06 2.04 0.129
C -3.01 -2.28 2.41 -0.208
C -4.17 -2.42 3.20 -0.008
C -4.56 -3.66 3.61 -0.068
C -3.82 -4.81 3.26 -0.068
C -2.68 -4.70 2.51 -0.009
C -2.26 -3.43 2.06 -0.204
N -1.18 -3.33 1.25 0.135
C -0.84 -2.15 0.80 -0.392
P 0.49 -2.04 -0.50 1.019
C 1.68 -3.23 0.20 -0.239
C -0.30 -2.98 -1.97 -0.679
C 0.76 -3.16 -3.06 -0.101
C -0.88 -4.37 -1.69 -0.088
C -1.40 -2.05 -2.48 -0.101
C -0.08 1.03 2.75 -0.692
C 0.13 2.55 2.86 -0.087
C 1.27 0.30 2.81 -0.090
C -0.96 0.59 3.92 -0.092
H -2.94 1.47 1.82 0.035
H -2.84 1.43 0.05 0.039
H -2.05 2.75 0.93 0.042
H -4.72 -1.53 3.47 0.116
H -5.45 -3.77 4.22 0.107
H -4.16 -5.78 3.59 0.107
H -2.10 -5.57 2.23 0.117
H 1.18 -4.17 0.44 0.038
H 2.11 -2.80 1.11 0.044
H 2.49 -3.38 -0.51 0.033
H 1.64 -3.69 -2.69 0.080
H 1.05 -2.20 -3.48 0.046
H 0.34 -3.75 -3.87 0.096
H -0.08 -5.10 -1.50 0.084
H -1.41 -4.70 -2.59 0.088
H -1.57 -4.39 -0.87 0.055
H -0.98 -1.07 -2.72 0.042
H -2.20 -1.92 -1.74 0.079
H -1.86 -2.45 -3.39 0.092
H 0.63 2.96 1.99 0.044
H 0.74 2.77 3.74 0.096
H -0.83 3.07 2.99 0.082
H 1.90 0.55 1.95 0.047
H 1.12 -0.78 2.83 0.077
H 1.81 0.58 3.72 0.095
H -1.93 1.08 3.91 0.077
H -0.45 0.85 4.85 0.092
H -1.12 -0.49 3.93 0.068
F 4.38 4.55 2.11 0.069
C 3.32 4.32 1.32 -0.275
C 3.09 3.04 0.84 -0.060
C 2.01 2.78 -0.01 -0.211
C 1.17 3.86 -0.37 -0.160
C 1.41 5.11 0.21 -0.220
F 0.56 6.15 0.01 0.051
C 2.47 5.37 1.04 0.065
C 0.09 3.64 -1.36 -0.214
C -0.48 4.69 -2.10 0.012
C -1.46 4.42 -3.03 -0.041
C -1.87 3.11 -3.23 -0.050
C -1.26 2.13 -2.48 -0.137
N -0.31 2.37 -1.57 -0.021
H 3.77 2.26 1.14 0.110
H 2.63 6.36 1.45 0.132
H -0.14 5.70 -1.97 0.112
H -1.89 5.22 -3.61 0.112
H -2.63 2.85 -3.95 0.106
H -1.54 1.09 -2.60 0.100
O 3.64 -2.00 -2.35 -0.134
P 4.26 -0.64 -1.78 0.250
O 5.69 -0.71 -1.53 -0.236
O 3.32 -0.17 -0.65 -0.422
O 3.97 0.40 -3.05 -0.244
P 2.51 0.82 -3.57 0.160
O 2.64 0.76 -5.15 -0.076
O 2.17 2.17 -3.04 -0.273
O 1.51 -0.23 -3.12 -0.394
H 2.81 -1.83 -2.81 0.018
H 3.26 1.43 -5.48 0.100
```



(6)
Below is a 6-piece molecular cluster, C29H36F3IN2O10S overall, with properties calculated with ωB97M-V/def2-TZVPD.

Values from the calculation:
- ΔE to the lowest compared entry with this formula, charge and spin: 591.7 kJ/mol
- Molar mass: 788.6 g mol⁻¹
- HOMO: -8.58 eV
- E: -2983.6769 hartree
- SMILES: FC(F)(F)CCc1ccc(I)c2nsnc12.O=C1CCCO1.O=C1CCCO1.O=C1CCCO1.O=C1CCCO1.O=C1CCCO1
- Orbital gap: 6.7 eV

The geometry in XYZ format:
```
82
Properties=species:S:1:pos:R:3:lowdin_charge:R:1
F -2.90 -3.77 -1.08 -0.016
C -1.68 -3.35 -1.84 -0.216
F -1.57 -1.89 -2.05 0.020
F -1.73 -4.03 -3.18 -0.017
C -0.39 -4.01 -1.03 -0.089
C 0.83 -2.94 -0.75 -0.166
C 0.47 -1.84 0.45 -0.086
C -0.86 -1.89 1.40 0.006
C -1.01 -0.72 2.58 -0.070
C 0.10 0.46 2.86 -0.586
I -0.14 1.93 4.47 0.829
C 1.43 0.51 1.90 -0.272
N 2.57 1.54 2.03 -0.271
S 3.69 1.03 0.74 0.862
N 2.92 -0.39 0.01 -0.284
C 1.60 -0.65 0.70 -0.166
H 0.08 -4.84 -1.75 0.141
H -0.71 -4.58 -0.05 0.131
H 1.72 -3.59 -0.30 0.133
H 1.23 -2.43 -1.73 0.129
H -1.67 -2.73 1.25 0.090
H -1.95 -0.78 3.29 0.092
O 7.26 1.68 -1.53 0.095
C 7.23 0.47 -1.39 -0.446
C 8.41 -0.39 -1.06 -0.082
C 7.91 -1.77 -1.40 -0.168
C 6.42 -1.65 -1.17 -0.175
O 6.10 -0.29 -1.49 -0.001
H 8.64 -0.30 0.01 0.139
H 9.28 -0.12 -1.66 0.134
H 8.37 -2.57 -0.82 0.122
H 8.10 -1.98 -2.46 0.125
H 6.15 -1.83 -0.12 0.128
H 5.85 -2.32 -1.81 0.130
O -9.12 -5.40 0.86 0.102
C -8.12 -5.18 0.20 -0.460
C -8.09 -4.51 -1.14 -0.088
C -6.70 -4.84 -1.63 -0.170
C -5.92 -4.95 -0.35 -0.184
O -6.85 -5.45 0.62 0.029
H -8.23 -3.44 -1.01 0.137
H -8.86 -4.93 -1.80 0.132
H -6.29 -4.10 -2.32 0.120
H -6.71 -5.81 -2.14 0.124
H -5.55 -3.98 0.00 0.124
H -5.08 -5.65 -0.44 0.124
O 7.55 7.83 0.06 0.095
C 7.17 6.76 -0.38 -0.462
C 6.43 6.55 -1.66 -0.090
C 5.88 5.16 -1.50 -0.166
C 6.89 4.51 -0.60 -0.187
O 7.39 5.56 0.24 0.030
H 7.14 6.61 -2.50 0.136
H 5.63 7.29 -1.78 0.130
H 5.73 4.63 -2.44 0.122
H 4.91 5.21 -0.99 0.123
H 7.73 4.08 -1.16 0.117
H 6.45 3.72 0.02 0.117
O -3.36 3.22 -5.60 0.101
C -3.14 2.23 -4.93 -0.460
C -2.75 0.88 -5.46 -0.087
C -3.00 -0.01 -4.27 -0.178
C -2.77 0.91 -3.11 -0.179
O -3.18 2.20 -3.56 0.032
H -1.69 0.90 -5.74 0.137
H -3.37 0.60 -6.31 0.131
H -2.36 -0.90 -4.25 0.104
H -4.04 -0.35 -4.28 0.125
H -1.72 0.97 -2.82 0.128
H -3.37 0.63 -2.23 0.129
O -5.13 2.07 4.35 0.104
C -4.58 2.21 5.43 -0.460
C -5.28 2.29 6.75 -0.086
C -4.20 2.84 7.65 -0.168
C -2.94 2.34 7.00 -0.207
O -3.23 2.29 5.60 -0.074
H -5.58 1.28 7.05 0.137
H -6.14 2.95 6.71 0.133
H -4.30 2.54 8.69 0.122
H -4.22 3.94 7.61 0.125
H -2.67 1.33 7.34 0.129
H -2.09 3.01 7.17 0.119
```